Formula: C55H90Br2NO21PS7
Source: the Open Molecules 2025 dataset
Level of theory: the ωB97M-V functional and the def2-TZVPD basis

Bonds (Å) are listed after each position.
Atoms and positions in Å:
1 C -5.03 -0.41 -3.40  C2 1.630, H39 1.142, H40 1.147, H41 1.148
2 C -3.52 -0.44 -4.00  C1 1.630, O3 1.461, H42 1.144, H43 1.159
3 O -2.99 -1.80 -3.90  C2 1.461, P4 1.704
4 P -1.64 -2.06 -4.89  O3 1.704, O5 1.559, C6 1.918, O36 1.699
5 O -0.80 -3.17 -4.18  P4 1.559
6 C -0.49 -0.52 -4.89  P4 1.918, C7 1.608, H44 1.145, H45 1.157
7 C 0.77 -0.70 -5.87  C6 1.608, C8 1.605, H46 1.156, H47 1.159
8 C 2.17 -0.92 -5.13  C7 1.605, C9 1.613, H48 1.158, H49 1.152
9 C 2.53 0.20 -4.03  C8 1.613, C10 1.598, C17 1.552
10 C 2.27 1.76 -4.27  C9 1.598, O11 1.476, C14 1.572
11 O 1.70 2.29 -5.53  C10 1.476, C12 1.436
12 C 0.58 3.08 -5.08  O11 1.436, N13 1.213
13 N -0.19 3.90 -4.64  C12 1.213
14 C 2.61 2.86 -3.20  C10 1.572, C15 1.567, H50 1.147
15 C 3.19 2.44 -1.81  C14 1.567, C16 1.550, H51 1.153
16 C 3.44 0.92 -1.59  C15 1.550, C17 1.584, C34 1.621
17 C 3.15 -0.20 -2.66  C9 1.552, C16 1.584, C18 1.622
18 C 3.52 -1.72 -2.25  C17 1.622, O19 1.257, C20 1.586
19 O 4.05 -2.44 -3.14  C18 1.257
20 C 3.25 -2.11 -0.73  C18 1.586, O21 1.413, C28 1.443
21 O 2.81 -3.35 -0.21  C20 1.413, C22 1.452
22 C 2.42 -4.30 -1.24  O21 1.452, C23 1.635, H52 1.142, H53 1.144
23 C 2.22 -5.72 -0.45  C22 1.635, C24 1.607, C25 1.612, H54 1.161
24 C 1.20 -6.62 -1.31  C23 1.607, H55 1.155, H56 1.154, H57 1.142
25 C 3.62 -6.46 -0.15  C23 1.612, C26 1.609, C27 1.639, H58 1.155
26 C 4.25 -7.24 -1.40  C25 1.609, H59 1.160, H60 1.145, H61 1.160
27 C 3.32 -7.59 1.00  C25 1.639, H62 1.146, H63 1.154, H64 1.144
28 C 3.48 -1.07 0.24  C20 1.443, C29 1.616, C34 1.620
29 C 3.18 -1.37 1.80  C28 1.616, Br30 1.977, C31 1.440
30 Br 4.36 -2.50 2.91  C29 1.977
31 C 1.97 -0.75 2.29  C29 1.440, C32 1.625, Br33 1.987
32 C 1.08 0.18 1.30  C31 1.625, H65 1.160, H66 1.161, H67 1.145
33 Br 1.46 -1.07 4.18  C31 1.987
34 C 4.03 0.40 -0.17  C16 1.621, C28 1.620, O35 1.255
35 O 4.85 1.05 0.52  C34 1.255
36 O -1.97 -2.65 -6.45  P4 1.699, C37 1.452
37 C -3.23 -2.19 -7.00  O36 1.452, C38 1.633, H68 1.142, H69 1.161
38 C -3.07 -0.95 -8.06  C37 1.633, H70 1.143, H71 1.161, H72 1.142
39 H -5.05 -1.08 -2.47  C1 1.142
40 H -5.74 -0.83 -4.19  C1 1.147
41 H -5.31 0.67 -3.12  C1 1.148
42 H -2.82 0.31 -3.48  C2 1.144
43 H -3.52 -0.16 -5.12  C2 1.159
44 H -1.13 0.37 -5.22  C6 1.145
45 H -0.18 -0.36 -3.79  C6 1.157
46 H 0.76 0.18 -6.62  C7 1.156
47 H 0.60 -1.64 -6.53  C7 1.159
48 H 2.08 -1.94 -4.58  C8 1.158
49 H 2.99 -1.02 -5.93  C8 1.152
50 H 2.46 3.98 -3.37  C14 1.147
51 H 3.45 3.23 -1.01  C15 1.153
52 H 3.21 -4.52 -2.04  C22 1.142
53 H 1.39 -4.02 -1.64  C22 1.144
54 H 1.76 -5.48 0.59  C23 1.161
55 H 1.69 -6.96 -2.30  C24 1.155
56 H 0.31 -5.94 -1.60  C24 1.154
57 H 0.85 -7.50 -0.67  C24 1.142
58 H 4.42 -5.76 0.32  C25 1.155
59 H 4.05 -8.38 -1.33  C26 1.160
60 H 3.85 -6.92 -2.42  C26 1.145
61 H 5.41 -7.14 -1.38  C26 1.160
62 H 2.22 -7.89 0.94  C27 1.146
63 H 3.93 -8.55 0.82  C27 1.154
64 H 3.55 -7.22 2.06  C27 1.144
65 H 1.65 1.17 1.06  C32 1.160
66 H 0.14 0.49 1.90  C32 1.161
67 H 0.83 -0.34 0.31  C32 1.145
68 H -4.05 -1.96 -6.23  C37 1.142
69 H -3.65 -3.06 -7.64  C37 1.161
70 H -3.12 0.07 -7.55  C38 1.143
71 H -3.98 -1.03 -8.78  C38 1.161
72 H -2.13 -1.14 -8.67  C38 1.142
73 O -0.88 1.60 2.75  S74 1.449
74 S -0.42 2.97 2.87  O73 1.449, O75 1.448, C76 1.782, C79 1.788
75 O 0.65 3.50 2.05  S74 1.448
76 C -1.83 4.06 2.75  S74 1.782, C77 1.523, H80 1.090, H81 1.093
77 C -2.33 4.19 4.18  C76 1.523, C78 1.529, H82 1.092, H83 1.095
78 C -1.07 4.35 5.04  C77 1.529, C79 1.529, H84 1.095, H85 1.092
79 C -0.06 3.30 4.59  S74 1.788, C78 1.529, H86 1.091, H87 1.092
80 H -2.57 3.63 2.07  C76 1.090
81 H -1.47 5.02 2.36  C76 1.093
82 H -3.01 5.03 4.29  C77 1.092
83 H -2.86 3.28 4.47  C77 1.095
84 H -0.66 5.35 4.89  C78 1.095
85 H -1.30 4.25 6.11  C78 1.092
86 H 0.96 3.65 4.69  C79 1.091
87 H -0.19 2.36 5.14  C79 1.092
88 O -1.31 6.89 1.57  S89 1.446
89 S -1.71 6.88 0.18  O88 1.446, O90 1.446, C91 1.784, C94 1.789
90 O -2.92 6.23 -0.27  S89 1.446
91 C -1.69 8.56 -0.43  S89 1.784, C92 1.523, H95 1.090, H96 1.092
92 C -0.26 8.76 -0.92  C91 1.523, C93 1.530, H97 1.092, H98 1.095
93 C 0.10 7.48 -1.67  C92 1.530, C94 1.530, H99 1.095, H100 1.093
94 C -0.33 6.30 -0.80  S89 1.789, C93 1.530, H101 1.091, H102 1.092
95 H -1.97 9.24 0.37  C91 1.090
96 H -2.40 8.62 -1.25  C91 1.092
97 H -0.18 9.64 -1.56  C92 1.092
98 H 0.41 8.90 -0.07  C92 1.095
99 H -0.43 7.44 -2.62  C93 1.095
100 H 1.17 7.43 -1.89  C93 1.093
101 H -0.65 5.44 -1.40  C94 1.091
102 H 0.47 5.99 -0.11  C94 1.092
103 O -2.91 7.69 -9.19  S104 1.445
104 S -1.94 7.91 -8.15  O103 1.445, O105 1.446, C106 1.784, C109 1.789
105 O -2.15 8.85 -7.07  S104 1.446
106 C -1.48 6.33 -7.45  S104 1.784, C107 1.523, H110 1.090, H111 1.092
107 C -0.33 5.86 -8.32  C106 1.523, C108 1.530, H112 1.092, H113 1.095
108 C 0.56 7.08 -8.54  C107 1.530, C109 1.530, H114 1.095, H115 1.092
109 C -0.35 8.25 -8.91  S104 1.789, C108 1.530, H116 1.091, H117 1.091
110 H -2.34 5.66 -7.47  C106 1.090
111 H -1.16 6.50 -6.42  C106 1.092
112 H 0.22 5.04 -7.85  C107 1.092
113 H -0.71 5.50 -9.29  C107 1.095
114 H 1.10 7.31 -7.61  C108 1.095
115 H 1.31 6.90 -9.32  C108 1.092
116 H 0.03 9.20 -8.54  C109 1.091
117 H -0.51 8.31 -9.99  C109 1.091
118 O -4.17 4.60 9.79  S119 1.445
119 S -3.03 4.05 9.09  O118 1.445, O120 1.447, C121 1.784, C124 1.790
120 O -2.58 4.59 7.82  S119 1.447
121 C -1.65 3.98 10.22  S119 1.784, C122 1.523, H125 1.090, H126 1.092
122 C -1.78 2.61 10.89  C121 1.523, C123 1.530, H127 1.092, H128 1.095
123 C -2.15 1.64 9.77  C122 1.530, C124 1.530, H129 1.095, H130 1.092
124 C -3.25 2.28 8.93  S119 1.790, C123 1.530, H131 1.091, H132 1.092
125 H -1.70 4.81 10.92  C121 1.090
126 H -0.73 4.04 9.62  C121 1.092
127 H -0.86 2.33 11.39  C122 1.092
128 H -2.59 2.64 11.63  C122 1.095
129 H -1.27 1.46 9.14  C123 1.095
130 H -2.46 0.67 10.16  C123 1.092
131 H -3.18 2.00 7.88  C124 1.091
132 H -4.24 2.03 9.32  C124 1.092
133 O -1.62 -3.20 9.44  S134 1.446
134 S -1.41 -2.70 8.10  O133 1.446, O135 1.447, C136 1.783, C139 1.789
135 O -0.88 -1.37 7.84  S134 1.447
136 C -0.43 -3.88 7.19  S134 1.783, C137 1.523, H140 1.090, H141 1.093
137 C -1.46 -4.83 6.59  C136 1.523, C138 1.529, H142 1.092, H143 1.094
138 C -2.59 -3.94 6.07  C137 1.529, C139 1.529, H144 1.095, H145 1.092
139 C -2.92 -2.92 7.16  S134 1.789, C138 1.529, H146 1.091, H147 1.092
140 H 0.26 -4.38 7.87  C136 1.090
141 H 0.11 -3.35 6.41  C136 1.093
142 H -1.03 -5.44 5.79  C137 1.092
143 H -1.85 -5.50 7.36  C137 1.094
144 H -2.25 -3.41 5.17  C138 1.095
145 H -3.47 -4.52 5.79  C138 1.092
146 H -3.23 -1.97 6.74  C139 1.091
147 H -3.68 -3.30 7.84  C139 1.092
148 O -5.53 -6.83 9.37  S149 1.444
149 S -4.39 -7.40 8.68  O148 1.444, O150 1.447, C151 1.784, C154 1.789
150 O -3.92 -6.89 7.42  S149 1.447
151 C -3.02 -7.48 9.82  S149 1.784, C152 1.523, H155 1.090, H156 1.093
152 C -3.18 -8.83 10.51  C151 1.523, C153 1.530, H157 1.092, H158 1.095
153 C -3.54 -9.82 9.40  C152 1.530, C154 1.530, H159 1.095, H160 1.092
154 C -4.64 -9.17 8.55  S149 1.789, C153 1.530, H161 1.091, H162 1.091
155 H -3.06 -6.64 10.51  C151 1.090
156 H -2.10 -7.44 9.23  C151 1.093
157 H -2.26 -9.13 11.03  C152 1.092
158 H -3.98 -8.79 11.24  C152 1.095
159 H -2.66 -10.02 8.78  C153 1.095
160 H -3.88 -10.78 9.81  C153 1.092
161 H -4.56 -9.47 7.50  C154 1.091
162 H -5.63 -9.40 8.93  C154 1.091
163 O 3.82 0.86 -9.05  S164 1.446
164 S 5.21 1.24 -9.17  O163 1.446, O165 1.446, C166 1.783, C169 1.789
165 O 5.62 2.47 -9.80  S164 1.446
166 C 5.96 1.13 -7.56  S164 1.783, C167 1.523, H170 1.090, H171 1.092
167 C 6.45 -0.31 -7.47  C166 1.523, C168 1.531, H172 1.092, H173 1.095
168 C 7.08 -0.62 -8.83  C167 1.531, C169 1.531, H174 1.095, H175 1.092
169 C 6.11 -0.13 -9.91  S164 1.789, C168 1.531, H176 1.091, H177 1.092
170 H 5.23 1.39 -6.79  C166 1.090
171 H 6.80 1.84 -7.54  C166 1.092
172 H 7.17 -0.43 -6.65  C167 1.092
173 H 5.61 -0.98 -7.29  C167 1.095
174 H 8.03 -0.10 -8.92  C168 1.095
175 H 7.28 -1.69 -8.94  C168 1.092
176 H 6.64 0.22 -10.79  C169 1.091
177 H 5.39 -0.90 -10.18  C169 1.092

## Properties
- Total energy: -328189.242 eV
- Frontier orbital gap: 0.264 hartree
- HOMO level: -8.65 eV
- SMILES: CCOP(=O)(CCCc1c(OC#N)ccc2c1C(=O)C(OC[C@@H](C)C(C)C)=C(/C(Br)=C(\C)Br)C2=O)OCC.O=S1(=O)CCCC1.O=S1(=O)CCCC1.O=S1(=O)CCCC1.O=S1(=O)CCCC1.O=S1(=O)CCCC1.O=S1(=O)CCCC1.O=S1(=O)CCCC1